Record 1
2 unconnected molecules or ions with the total composition CH6NO2. Source: OMol25; level of theory: the ωB97M-V functional and the def2-TZVPD basis.

```
! RIJCOSX wB97M-V def2-TZVPD def2/J DEFGRID3
* xyz -1 1
N 0.424 -1.328 -0.227
C 0.097 -0.168 -1.142
O 0.362 1.028 -0.608
H 1.186 -0.931 0.318
H -0.348 -1.491 0.408
H 0.768 -0.324 -2.015
H -0.945 -0.355 -1.481
H 0.091 1.077 1.106
H -1.271 1.245 1.658
O -0.363 1.247 1.983
*
```

HOMO-LUMO gap: 0.284 hartree
energy above the lowest of the compared OMol25 structures with the same formula, charge and spin: 0.1734 eV

=====

Record 2
A molecular structure, CI3O2S in a non-equilibrium geometry. Source: OMol25; level of theory: the ωB97M-V functional and the def2-TZVPD basis.

```
! RIJCOSX wB97M-V def2-TZVPD def2/J DEFGRID3
* xyz -1 1
C -1.605 0.060 0.627
O 2.525 -0.332 -1.258
O 2.643 0.635 0.930
S 1.969 -0.345 0.102
I -1.523 -2.020 -0.178
I -0.355 1.217 -0.636
I -3.654 0.786 0.412
*
```

HOMO-LUMO gap (spin up / spin down): 0.235 / 0.235 hartree
energy above the lowest of the compared OMol25 structures with the same formula, charge and spin: 1.2306 eV

=====

Record 3
A molecular structure, C11H24BF3N2O5STa in a non-equilibrium geometry. Source: OMol25; level of theory: the ωB97M-V functional and the def2-TZVPD basis.

```
! RIJCOSX wB97M-V def2-TZVPD def2/J DEFGRID3
* xyz -1 1
C -4.139 2.274 1.525
C -3.396 3.404 0.859
O -3.854 4.052 -0.057
O -2.190 3.697 1.424
C -0.980 3.379 0.694
C -1.167 2.811 -0.699
C 0.199 2.403 -1.306
C 0.186 0.986 -1.920
Ta 0.607 -0.820 -0.596
S -1.629 -0.561 0.546
C 1.865 0.537 0.860
O 2.691 -0.193 1.833
C 3.977 0.106 1.856
F 4.600 -0.030 0.661
F 4.240 1.383 2.253
F 4.602 -0.702 2.722
B -0.264 -2.051 -2.458
N -1.644 -2.048 -2.871
O 0.601 -2.812 -3.270
N 1.218 -2.584 0.450
C 2.592 -3.050 0.173
C 0.345 -3.679 0.584
C -0.753 -3.567 1.626
O 0.497 -4.742 -0.013
H -5.014 2.702 2.026
H -3.531 1.769 2.274
H -4.488 1.575 0.764
H -0.415 2.672 1.309
H -0.386 4.298 0.631
H -1.630 3.576 -1.331
H -1.840 1.951 -0.688
H 0.997 2.539 -0.567
H 0.421 3.132 -2.098
H 0.905 0.952 -2.748
H -0.801 0.832 -2.379
H 2.179 -0.901 -1.542
H -1.281 0.131 1.636
H 2.505 1.222 0.294
H 1.189 1.165 1.454
H -2.260 -1.470 -2.317
H -1.782 -1.884 -3.861
H 1.237 -2.245 -3.715
H 2.597 -3.859 -0.558
H 3.043 -3.416 1.106
H 3.212 -2.233 -0.194
H -0.623 -2.703 2.275
H -0.707 -4.489 2.211
H -1.730 -3.510 1.141
*
```

HOMO-LUMO gap: 0.258 hartree

=====

Record 4
A molecular structure, C17H21MoN7O2S2 in a non-equilibrium geometry. Source: OMol25; level of theory: the ωB97M-V functional and the def2-TZVPD basis.

```
! RIJCOSX wB97M-V def2-TZVPD def2/J DEFGRID3
* xyz 4 1
Mo 0.060 -0.091 0.756
C -1.714 -3.660 2.750
C -1.306 -2.551 1.853
N -0.246 -1.804 1.985
N 0.523 -1.956 3.144
C 0.996 -0.851 3.699
N 1.646 -0.816 4.823
S 0.675 0.669 2.800
C -2.149 -2.133 0.706
C -3.212 -2.865 0.239
C -3.999 -2.342 -0.793
C -3.700 -1.085 -1.291
C -2.615 -0.396 -0.771
N -1.835 -0.903 0.197
H -1.298 -3.589 3.751
H -1.409 -4.623 2.323
H -2.799 -3.695 2.847
H 0.688 -2.878 3.529
H 1.809 -1.629 5.409
H 2.002 0.060 5.188
H -3.440 -3.835 0.661
H -4.839 -2.905 -1.180
H -4.304 -0.636 -2.068
H -2.365 0.590 -1.133
N 5.021 0.614 -1.492
C 3.927 -0.356 -1.179
C 2.756 0.409 -0.568
O 1.759 -0.391 -0.198
O 2.786 1.606 -0.456
H 5.355 0.538 -2.456
H 5.841 0.493 -0.890
H 4.658 1.567 -1.333
H 4.284 -1.121 -0.493
H 3.594 -0.862 -2.085
N -0.867 3.258 1.634
C -0.647 3.070 0.352
N -0.357 1.861 -0.230
C -0.306 2.040 -1.597
C -0.066 1.002 -2.532
C -0.068 1.306 -3.867
C -0.282 2.638 -4.297
C -0.502 3.678 -3.392
C -0.521 3.370 -2.052
S -0.786 4.438 -0.709
H -0.917 2.507 2.307
H -1.082 4.187 1.978
H 0.095 -0.010 -2.180
H 0.093 0.527 -4.600
H -0.279 2.861 -5.357
H -0.659 4.693 -3.733
*
```

HOMO-LUMO gap (spin up / spin down): 0.189 / 0.167 hartree

=====

Record 5
A single C4H9FN2 molecule in a non-equilibrium geometry. Source: OMol25; level of theory: the ωB97M-V functional and the def2-TZVPD basis.

```
! RIJCOSX wB97M-V def2-TZVPD def2/J DEFGRID3
* xyz 0 1
C -1.084 -0.474 2.149
N -0.555 -0.766 0.930
N 0.855 -0.895 0.656
C 0.928 -0.797 -0.769
C -0.098 0.066 -1.355
C -0.239 1.441 -0.820
F 1.042 1.759 -0.213
H -2.046 -0.740 2.459
H -0.534 -0.489 3.331
H 1.638 -0.376 1.120
H 1.870 -0.516 -1.230
H 0.812 -1.834 -1.108
H 0.042 0.221 -2.438
H -1.220 -0.444 -1.227
H -0.468 2.348 -1.601
H -0.943 1.495 0.117
*
```

HOMO-LUMO gap: 0.355 hartree
structure (SMILES): C=NNCCCF
energy above the lowest of the compared OMol25 structures with the same formula, charge and spin: 4.6096 eV

=====

Record 6
A molecular structure, C18H20N4O7RuS2. Source: OMol25; level of theory: the ωB97M-V functional and the def2-TZVPD basis.

```
! RIJCOSX wB97M-V def2-TZVPD def2/J DEFGRID3
* xyz -1 6
Ru -0.968 -0.450 0.441
O -1.343 -3.892 -3.347
C -1.690 -3.146 -2.267
O -1.694 -1.953 -2.274
C -2.044 -4.036 -1.099
O -2.357 -3.338 0.061
C -3.695 -2.870 0.153
C -3.929 -1.451 -0.391
O -4.973 -1.253 -1.001
O -3.044 -0.580 -0.081
H -1.117 -3.258 -4.043
H -1.178 -4.667 -0.890
H -2.866 -4.690 -1.415
H -3.931 -2.843 1.218
H -4.383 -3.553 -0.351
S 1.161 0.771 1.538
C 1.893 -0.512 2.458
C 3.080 -0.268 3.172
C 3.709 -1.253 3.912
C 3.168 -2.536 3.968
C 2.001 -2.802 3.273
C 1.357 -1.815 2.520
S -0.105 -2.283 1.668
H 3.496 0.732 3.138
H 4.620 -1.019 4.451
H 3.649 -3.315 4.548
H 1.564 -3.794 3.303
C 2.865 1.775 -2.177
N 2.787 0.444 -1.579
C 3.772 0.126 -0.544
C 1.589 -0.093 -1.436
N 0.562 -0.609 -1.326
H 3.749 1.832 -2.813
H 2.934 2.536 -1.394
H 1.962 1.972 -2.745
H 4.766 0.097 -0.996
H 3.541 -0.842 -0.107
H 3.744 0.869 0.255
C -1.258 4.957 -2.102
N -1.452 4.017 -1.015
C -2.158 4.360 0.101
C -2.385 3.490 1.096
C -1.872 2.145 0.935
O -2.020 1.257 1.796
N -1.190 1.831 -0.192
C -0.949 2.705 -1.186
O -0.313 2.468 -2.211
H -1.434 5.967 -1.734
H -1.937 4.751 -2.932
H -0.242 4.873 -2.476
H -2.510 5.384 0.133
H -2.930 3.761 1.986
*
```

HOMO-LUMO gap (spin up / spin down): 0.244 / 0.232 hartree
energy above the lowest of the compared OMol25 structures with the same formula, charge and spin: 1.2421 eV

=====

Record 7
2 unconnected molecules or ions with the total composition HN3O2 in a non-equilibrium geometry. Source: OMol25; level of theory: the ωB97M-V functional and the def2-TZVPD basis.

```
! RIJCOSX wB97M-V def2-TZVPD def2/J DEFGRID3
* xyz 0 1
O -0.519 -2.059 -0.546
N -0.140 -1.006 -0.368
O -1.017 -0.167 0.696
H -0.928 0.688 0.778
N 1.041 1.532 0.141
N 1.564 1.012 -0.701
*
```

HOMO-LUMO gap: 0.380 hartree
structure (SMILES): O=NO.N#N
energy above the lowest of the compared OMol25 structures with the same formula, charge and spin: 1.0411 eV

=====

Record 8
A single C3H4O2 molecule in a non-equilibrium geometry. Source: OMol25; level of theory: the ωB97M-V functional and the def2-TZVPD basis.

```
! RIJCOSX wB97M-V def2-TZVPD def2/J DEFGRID3
* xyz 0 1
C 2.280 -0.653 0.102
C 1.242 -0.067 0.100
C -0.375 0.897 0.034
O -1.397 0.135 0.521
O -1.666 -0.968 -0.343
H 3.209 -1.138 0.154
H -0.443 1.155 -1.019
H -0.223 1.721 0.718
H -2.627 -1.082 -0.267
*
```

HOMO-LUMO gap: 0.399 hartree
structure (SMILES): C#CCOO
energy above the lowest of the compared OMol25 structures with the same formula, charge and spin: 6.3126 eV